# 1
Here is 10 unconnected molecules or ions with the total composition C41H93F3N10O12Si from the Open Molecules 2025 dataset. Energies are from the ωB97M-V functional and the def2-TZVPD basis.

Each line ends with the Löwdin charge.
Geometry (Å):
C (-8.3598, 4.9094, -0.3365)  -0.0663
C (-7.1128, 5.4202, -1.0704)  -0.2583
O (-6.0452, 5.7432, -0.1992)  -0.1346
C (-5.4271, 4.6209, 0.4039)  -0.1894
C (-4.5068, 3.8861, -0.5606)  -0.1800
O (-3.9514, 2.7142, 0.0012)  -0.1779
C (-4.8216, 1.6060, 0.3089)  -0.3130
C (-6.0523, 1.4529, -0.5646)  -0.3846
C (-6.8550, 0.2271, -0.1181)  -0.0462
N (-5.6628, 1.4108, -1.9899)  -0.0234
C (-5.0208, 0.1790, -2.4516)  -0.1822
C (-3.9407, 0.5350, -3.4541)  -0.1893
O (-3.6480, -0.6147, -4.2295)  -0.1105
C (-2.4216, -0.5396, -4.8881)  -0.1207
C (-2.3623, -1.6384, -5.9161)  -0.6006
F (-3.4758, -1.7133, -6.6546)  0.1547
F (-1.3328, -1.4425, -6.7650)  0.1290
F (-2.1741, -2.8472, -5.3572)  0.1322
Si (-5.0339, 1.5813, 2.2180)  0.5729
C (-4.9709, -0.2141, 2.7964)  -0.1702
C (-3.5327, 2.4568, 2.8502)  -0.1593
C (-6.6455, 2.3514, 2.8223)  -0.1736
H (-8.2329, 5.0106, 0.7403)  0.0780
H (-8.5639, 3.8595, -0.5521)  0.0597
H (-9.2429, 5.4701, -0.6384)  0.0684
H (-6.7971, 4.6958, -1.8277)  0.1032
H (-7.3417, 6.3429, -1.6004)  0.1161
H (-4.8236, 5.0072, 1.2259)  0.1292
H (-6.1804, 3.9586, 0.8440)  0.0800
H (-4.9722, 3.6867, -1.5264)  0.1023
H (-3.6650, 4.5553, -0.7535)  0.1247
H (-4.2154, 0.7139, 0.1097)  0.1152
H (-6.7166, 2.3165, -0.4819)  0.1164
H (-7.5269, -0.0845, -0.9188)  0.0848
H (-7.4693, 0.4436, 0.7561)  0.0697
H (-6.2097, -0.6140, 0.1381)  0.0760
H (-6.5034, 1.5621, -2.5362)  0.1165
H (-4.5710, -0.3417, -1.6085)  0.1167
H (-5.7227, -0.4941, -2.9525)  0.1264
H (-3.0446, 0.8857, -2.9281)  0.1230
H (-4.2898, 1.3535, -4.0925)  0.1303
H (-1.5896, -0.6902, -4.1912)  0.1483
H (-2.2815, 0.4178, -5.4006)  0.1455
H (-4.6194, -0.8780, 2.0057)  0.0237
H (-4.2949, -0.3207, 3.6450)  0.0292
H (-5.9573, -0.5667, 3.1025)  0.0264
H (-3.5034, 3.5150, 2.5916)  0.0241
H (-2.6718, 1.9911, 2.3619)  0.0213
H (-3.3907, 2.3390, 3.9263)  0.0393
H (-6.4660, 3.3993, 3.0771)  0.0279
H (-6.9959, 1.8654, 3.7328)  0.0303
H (-7.4458, 2.3495, 2.0816)  0.0176
C (-0.9601, 3.1566, -1.0281)  0.0043
C (-0.4293, 4.5668, -1.1008)  -0.5315
O (-0.9511, 5.4934, -0.5014)  0.0261
N (0.6760, 4.7855, -1.8708)  0.0050
C (1.4291, 3.8198, -2.6385)  -0.0855
H (-1.8245, 3.1466, -0.3752)  0.0612
H (-1.2588, 2.8041, -2.0182)  0.0850
H (-0.2137, 2.4762, -0.6164)  0.0669
H (0.9797, 5.7463, -1.8800)  0.1346
H (2.4656, 3.7649, -2.2985)  0.0795
H (1.4329, 4.0737, -3.7009)  0.0797
H (0.9847, 2.8361, -2.5259)  0.0681
C (0.9023, 2.5954, 3.0328)  -0.0012
C (0.6224, 1.5870, 1.9504)  -0.5428
O (-0.5237, 1.3022, 1.6199)  0.0060
N (1.6901, 1.0378, 1.3266)  0.0120
C (3.0891, 1.3001, 1.5965)  -0.0805
H (-0.0483, 2.9575, 3.4077)  0.0735
H (1.4756, 2.1613, 3.8530)  0.0971
H (1.4711, 3.4362, 2.6378)  0.0745
H (1.4471, 0.3799, 0.6022)  0.1350
H (3.5818, 1.7085, 0.7126)  0.0806
H (3.5959, 0.3738, 1.8784)  0.0832
H (3.2019, 2.0177, 2.3995)  0.0337
C (-0.1232, -5.1007, -5.2286)  -0.0189
C (0.7798, -5.9665, -4.3768)  -0.5472
O (0.4270, -6.3406, -3.2643)  0.0118
N (1.9708, -6.3339, -4.8948)  0.0212
C (2.5417, -6.0076, -6.1833)  -0.0852
H (-1.0270, -4.9117, -4.6605)  0.0599
H (0.3424, -4.1503, -5.4883)  0.0814
H (-0.3817, -5.6207, -6.1528)  0.0913
H (2.5254, -6.9304, -4.2993)  0.1217
H (2.7363, -6.9192, -6.7449)  0.0697
H (3.4925, -5.4875, -6.0599)  0.0851
H (1.8735, -5.3697, -6.7550)  0.0714
C (-1.2507, -9.4708, -3.6046)  -0.0094
C (-2.7592, -9.5700, -3.5204)  -0.5513
O (-3.3266, -10.6250, -3.2896)  0.0226
N (-3.4641, -8.4232, -3.7152)  0.0069
C (-2.9357, -7.1024, -3.9885)  -0.0800
H (-0.8459, -10.4622, -3.4241)  0.0774
H (-0.9342, -9.1268, -4.5903)  0.0832
H (-0.8519, -8.7743, -2.8663)  0.0789
H (-4.4624, -8.5417, -3.6494)  0.1360
H (-3.2201, -6.3915, -3.2114)  0.0892
H (-3.3040, -6.7313, -4.9479)  0.0847
H (-1.8522, -7.1420, -4.0278)  0.0392
C (-1.1092, 6.4638, 3.2255)  0.0095
C (-0.1372, 6.1323, 4.3356)  -0.5075
O (0.8116, 5.3869, 4.1512)  -0.0033
N (-0.3577, 6.6861, 5.5561)  0.0172
C (-1.4264, 7.5773, 5.9527)  -0.0786
H (-0.7929, 5.9386, 2.3288)  0.0740
H (-2.1206, 6.1454, 3.4820)  0.0819
H (-1.1265, 7.5355, 3.0241)  0.0872
H (0.3294, 6.4281, 6.2473)  0.1425
H (-1.0305, 8.5336, 6.2991)  0.0827
H (-2.0225, 7.1424, 6.7570)  0.0823
H (-2.0824, 7.7666, 5.1093)  0.0703
C (5.4306, -9.1231, -3.4421)  -0.0069
C (4.4118, -9.3134, -4.5395)  -0.5350
O (4.1682, -8.4365, -5.3597)  0.0129
N (3.7639, -10.5014, -4.5817)  0.0175
C (3.8909, -11.6215, -3.6693)  -0.0652
H (5.8428, -8.1223, -3.5299)  0.0845
H (4.9702, -9.2464, -2.4600)  0.0654
H (6.2383, -9.8509, -3.5370)  0.0833
H (3.1052, -10.5784, -5.3411)  0.1409
H (4.2242, -12.5171, -4.1963)  0.0827
H (2.9367, -11.8389, -3.1887)  0.0871
H (4.6064, -11.3873, -2.8878)  0.0592
C (3.5323, 5.9183, 3.6526)  0.0002
C (4.4752, 4.9680, 2.9619)  -0.5139
O (4.2495, 3.7718, 2.8630)  0.0226
N (5.6205, 5.4910, 2.4368)  0.0065
C (6.0552, 6.8712, 2.4516)  -0.0873
H (2.6664, 5.3681, 4.0117)  0.0466
H (4.0077, 6.4063, 4.5046)  0.0572
H (3.1897, 6.6932, 2.9653)  0.0977
H (6.2109, 4.8089, 1.9875)  0.1349
H (6.1747, 7.2601, 1.4387)  0.0813
H (7.0131, 6.9783, 2.9673)  0.0745
H (5.3197, 7.4846, 2.9632)  0.0708
C (5.3315, 9.2751, 8.0187)  -0.0113
C (5.0928, 8.2919, 6.8942)  -0.5453
O (3.9699, 8.0233, 6.5046)  0.0345
N (6.1891, 7.7114, 6.3321)  0.0116
C (7.5827, 7.9132, 6.6675)  -0.0775
H (4.3643, 9.6390, 8.3503)  0.0816
H (5.8412, 8.7987, 8.8568)  0.0840
H (5.9354, 10.1190, 7.6834)  0.0835
H (5.9724, 7.0565, 5.5970)  0.1182
H (8.1427, 8.2917, 5.8103)  0.0810
H (8.0469, 6.9812, 6.9942)  0.0846
H (7.6697, 8.6352, 7.4727)  0.0696
C (6.0873, -9.3537, 1.7554)  -0.0084
C (6.0318, -10.0271, 0.4031)  -0.5457
O (4.9750, -10.2111, -0.1773)  0.0264
N (7.2110, -10.4218, -0.1481)  0.0094
C (8.5461, -10.2807, 0.3943)  -0.0775
H (5.0707, -9.1062, 2.0434)  0.0842
H (6.5219, -10.0141, 2.5065)  0.0846
H (6.6804, -8.4395, 1.7155)  0.0849
H (7.1092, -10.8671, -1.0465)  0.1313
H (9.1766, -9.6824, -0.2655)  0.0837
H (9.0198, -11.2544, 0.5295)  0.0837
H (8.5030, -9.7880, 1.3599)  0.0701

Forces on atoms 1 to 3 (eV/Å):
0.001 -0.145 -0.146
-0.149 -0.007 0.003
0.105 0.022 -0.050

For the energy above the lowest of the compared OMol25 structures with the same formula, charge and spin, the calculation gives 0.0000 eV. The calculation puts the HOMO energy at -8.40 eV.

# 2
Here is 10 unconnected molecules or ions with the total composition C41H93N15O12 at a distorted geometry from the Open Molecules 2025 dataset. Energies are from the ωB97M-V functional and the def2-TZVPD basis.

Each line ends with the Löwdin charge.
Geometry (Å):
C (1.2939, -0.5399, -2.2678)  -0.0650
C (1.9540, 0.9049, -1.7444)  -0.3173
O (3.2741, 1.0583, -2.4142)  -0.1386
C (2.1039, 0.7354, -0.1009)  -0.1762
N (1.2190, 1.6979, 0.6821)  -0.1091
C (-0.2445, 1.5502, 0.3288)  -0.1766
C (-0.8117, 2.9889, -0.2941)  -0.1549
O (-2.2160, 3.1049, 0.1338)  -0.1366
C (-2.9337, 4.1438, -0.6770)  -0.3497
C (-2.8108, 5.7152, -0.2260)  -0.1133
C (-1.3024, 6.3506, -0.3153)  -0.2144
C (-0.5707, 6.2046, -1.7758)  -0.1907
C (1.0348, 6.6069, -1.5346)  -0.2251
N (1.7948, 6.7343, -2.8405)  -0.0519
C (2.0638, 5.3956, -3.4928)  -0.3765
N (3.2635, 4.7140, -3.3047)  0.0936
N (1.0256, 4.7325, -4.3709)  0.0467
N (-3.0558, 3.8647, -2.1900)  0.1135
C (-4.4937, 4.1059, -2.6952)  -0.2530
O (-4.9322, 4.3231, -3.9439)  -0.0577
C (-5.5956, 4.1234, -1.4577)  -0.0604
C (-4.5092, 3.8080, -0.2265)  -0.2623
N (-4.6806, 2.2892, -0.0480)  -0.0094
H (0.8229, -0.3012, -3.3139)  0.0837
H (0.4949, -0.9513, -1.5081)  0.0690
H (2.1844, -1.3105, -2.4545)  0.0833
H (1.2795, 1.8250, -2.0572)  0.1339
H (3.9814, 1.3260, -1.7571)  0.0856
H (1.8599, -0.3544, 0.2488)  0.1197
H (3.2180, 0.9661, 0.2605)  0.1274
H (1.6007, 2.6452, 0.4565)  0.0883
H (-0.4879, 0.6282, -0.3708)  0.1053
H (-0.8272, 1.4204, 1.3600)  0.1279
H (-0.2181, 3.8360, 0.3021)  0.1200
H (-0.6516, 3.0568, -1.4533)  0.1124
H (-3.5880, 6.4007, -0.7807)  0.1357
H (-3.1182, 5.7532, 0.9269)  0.1312
H (-0.6289, 5.9638, 0.5911)  0.1174
H (-1.4218, 7.5210, -0.1145)  0.1214
H (-0.5427, 5.1030, -2.2029)  0.0735
H (-1.0326, 6.9601, -2.5699)  0.1320
H (1.5336, 5.8109, -0.8061)  0.1289
H (1.1004, 7.6402, -0.9888)  0.1192
H (1.2497, 7.3783, -3.4560)  0.1066
H (3.8593, 5.3062, -2.6664)  0.0379
H (0.7083, 3.8681, -3.8555)  0.0740
H (1.4831, 4.4370, -5.2686)  0.0459
H (-2.5553, 4.5309, -2.8180)  0.1098
H (-6.4041, 3.3043, -1.6722)  0.1220
H (-6.1517, 5.1724, -1.3542)  0.1285
H (-4.8527, 4.3999, 0.7297)  0.1442
H (-4.7303, 1.8841, -1.0226)  0.0811
H (-5.6594, 2.1253, 0.3348)  0.0839
C (-1.1641, -1.8619, 1.4393)  -0.2980
O (-1.2681, -1.0077, 0.5678)  -0.0351
N (-2.0074, -2.0081, 2.5206)  -0.1819
C (-1.8170, -3.0470, 3.5110)  -0.0567
C (-3.1200, -1.0934, 2.6713)  -0.0310
H (-0.3531, -2.6079, 1.4205)  0.1312
H (-2.7076, -3.6813, 3.5341)  0.0508
H (-1.6730, -2.5805, 4.4898)  0.0822
H (-0.9442, -3.6620, 3.2748)  0.0903
H (-3.7637, -1.1675, 1.7897)  0.0957
H (-2.7341, -0.0719, 2.7407)  0.0932
H (-3.6963, -1.3313, 3.5693)  0.0677
C (-3.6849, -5.6336, 1.9855)  -0.3108
O (-4.0692, -5.1668, 3.0506)  -0.0294
N (-3.0670, -6.8559, 1.8243)  -0.1966
C (-2.6409, -7.3385, 0.5275)  -0.0795
C (-2.8364, -7.6844, 2.9895)  -0.0435
H (-3.8114, -5.0857, 1.0377)  0.1401
H (-3.1540, -8.2807, 0.3146)  0.0889
H (-1.5602, -7.5060, 0.5499)  0.0883
H (-2.8758, -6.6161, -0.2591)  0.0535
H (-3.7968, -7.9056, 3.4648)  0.0963
H (-2.2107, -7.1346, 3.6991)  0.0894
H (-2.3412, -8.6174, 2.7077)  0.0874
C (2.4634, 2.8393, -7.2206)  -0.3232
O (1.5651, 2.6269, -6.4157)  -0.0227
N (3.7649, 2.3989, -7.1015)  -0.1847
C (4.7718, 2.6926, -8.0995)  -0.0692
C (4.1374, 1.6171, -5.9407)  -0.0431
H (2.2879, 3.4234, -8.1385)  0.1295
H (5.1575, 1.7511, -8.5006)  0.0900
H (5.5853, 3.2512, -7.6276)  0.0656
H (4.3553, 3.2873, -8.9172)  0.0827
H (3.5214, 0.7135, -5.9075)  0.0936
H (3.9470, 2.2064, -5.0387)  0.0790
H (5.1943, 1.3412, -5.9843)  0.0594
C (8.5009, 2.2898, -6.4959)  -0.3026
O (7.4141, 1.9106, -6.9143)  -0.0157
N (8.6929, 3.2216, -5.4975)  -0.1991
C (10.0141, 3.6181, -5.0577)  -0.0648
C (7.5359, 3.8235, -4.8679)  -0.0383
H (9.4450, 1.8957, -6.9057)  0.1304
H (10.1162, 3.3889, -3.9932)  0.0913
H (10.1309, 4.6943, -5.2144)  0.0884
H (10.7912, 3.0880, -5.6152)  0.0839
H (6.9265, 3.0354, -4.4156)  0.0924
H (6.9410, 4.3345, -5.6309)  0.0898
H (7.8429, 4.5385, -4.1000)  0.0902
C (-2.9627, -5.4853, 6.7535)  -0.3255
O (-2.8306, -6.6950, 6.8921)  -0.0091
N (-2.4626, -4.5232, 7.6055)  -0.2032
C (-2.6622, -3.1083, 7.3717)  -0.0691
C (-1.7131, -4.9406, 8.7723)  -0.0530
H (-3.5154, -5.0605, 5.8998)  0.1220
H (-1.6861, -2.6250, 7.2726)  0.0764
H (-3.1985, -2.6812, 8.2239)  0.0895
H (-3.2418, -2.9369, 6.4605)  0.0764
H (-0.8440, -5.5209, 8.4483)  0.0908
H (-2.3492, -5.5769, 9.3950)  0.0901
H (-1.3825, -4.0729, 9.3493)  0.0883
C (6.2641, -0.6814, -2.2440)  -0.3353
O (6.9843, 0.2949, -2.4123)  -0.0052
N (6.0120, -1.6606, -3.1818)  -0.1985
C (5.1460, -2.7874, -2.9051)  -0.0692
C (6.6334, -1.5595, -4.4860)  -0.0416
H (5.7431, -0.8547, -1.2884)  0.1277
H (5.7196, -3.7114, -3.0210)  0.0860
H (4.3159, -2.7789, -3.6174)  0.0860
H (4.7468, -2.7379, -1.8883)  0.0839
H (7.7205, -1.5493, -4.3626)  0.0929
H (6.3236, -0.6212, -4.9560)  0.0796
H (6.3422, -2.4022, -5.1186)  0.0894
C (-2.1849, -6.9087, -3.3354)  -0.2969
O (-2.5692, -6.4419, -2.2702)  -0.0056
N (-1.5670, -8.1310, -3.4965)  -0.2034
C (-1.1409, -8.6136, -4.7934)  -0.0642
C (-1.3364, -8.9595, -2.3313)  -0.0475
H (-2.3114, -6.3608, -4.2832)  0.1331
H (-1.6540, -9.5558, -5.0063)  0.0899
H (-0.0602, -8.7811, -4.7709)  0.0898
H (-1.3758, -7.8913, -5.5799)  0.0862
H (-2.2968, -9.1807, -1.8560)  0.0883
H (-0.7107, -8.4097, -1.6218)  0.0890
H (-0.8412, -9.8925, -2.6131)  0.0905
C (-4.9474, 0.2318, 6.9597)  -0.2883
O (-3.9250, 0.3912, 6.3043)  -0.0185
N (-6.1825, -0.1036, 6.4461)  -0.2015
C (-7.3468, -0.2744, 7.2896)  -0.0640
C (-6.3205, -0.2914, 5.0168)  -0.0429
H (-4.9533, 0.3504, 8.0553)  0.1397
H (-7.7236, -1.2942, 7.1702)  0.0909
H (-8.1156, 0.4395, 6.9804)  0.0892
H (-7.1007, -0.1036, 8.3413)  0.0855
H (-5.6463, -1.0912, 4.6961)  0.0779
H (-6.0363, 0.6342, 4.5071)  0.0962
H (-7.3505, -0.5523, 4.7595)  0.0910
C (-1.3154, 0.9704, 6.9146)  -0.3224
O (-1.1663, -0.1168, 7.4585)  -0.0017
N (-0.3291, 1.9175, 6.7362)  -0.2050
C (-0.5857, 3.1829, 6.0811)  -0.0649
C (1.0073, 1.6383, 7.2195)  -0.0572
H (-2.2921, 1.2831, 6.5109)  0.0936
H (0.0591, 3.2630, 5.2013)  0.0877
H (-0.3583, 3.9947, 6.7781)  0.0850
H (-1.6307, 3.2606, 5.7686)  0.0870
H (1.3814, 0.7343, 6.7295)  0.0909
H (0.9660, 1.4624, 8.2986)  0.0894
H (1.6770, 2.4761, 7.0081)  0.0846

Forces on atoms 1 to 3 (eV/Å):
0.562 1.016 -0.849
0.209 -1.707 0.604
-0.525 0.023 1.676

The calculation puts the HOMO energy at -8.24 eV.